This record from OMol25 describes a molecular structure, C25H41N2PPd in a non-equilibrium geometry. The level of theory is ωB97M-V/def2-TZVPD.

Computed properties:
DFT total energy, a.u.: -1555.7143
2S+1: 3
Kohn-Sham gap (spin up / spin down), eV: 5.89 / 5.48
Molecular weight, g mol⁻¹: 507.01
Net charge: 0
HOMO energy (spin up / spin down), eV: -5.32 / -6.56

XYZ file:
```
70
Properties=species:S:1:pos:R:3:forces:R:3:lowdin_charge:R:1
C 3.87294 3.78363 0.17722 0.00 -0.53 -0.09 -0.094
C 2.71146 3.95581 0.91386 -0.43 -0.07 -0.38 -0.065
C 1.62237 3.07236 0.77638 1.24 0.06 0.32 -0.273
C 1.77849 1.88655 0.03333 -0.10 0.35 -0.57 -0.232
C 2.88482 1.79896 -0.81668 0.74 1.07 0.60 -0.348
C 3.95010 2.70448 -0.70641 -0.43 0.23 -0.15 -0.067
C 0.43414 3.41389 1.61950 -0.41 0.35 0.56 -0.151
C -1.00076 3.44834 1.03770 -0.67 0.35 -0.19 -0.198
N -1.22552 3.02617 -0.32337 0.60 -1.15 0.19 -0.293
Pd 0.77475 0.17190 0.41486 -1.40 0.01 1.81 0.674
C 2.98518 0.70310 -1.84664 0.39 -0.52 0.24 -0.294
P 1.37456 0.43378 -2.58990 -2.27 1.06 1.62 0.774
H 2.62066 4.77769 1.62459 0.08 -0.01 -0.28 0.103
H 4.82823 2.55096 -1.31909 0.16 0.13 -0.08 0.097
H 4.69822 4.47444 0.29033 0.06 -0.05 -0.02 0.093
H 3.32265 -0.23898 -1.38452 -0.12 0.20 -0.30 0.095
H 3.69028 0.99017 -2.64121 -0.17 -0.12 0.09 0.100
H 0.41980 2.76171 2.50366 0.09 0.12 -0.23 0.088
H 0.59320 4.43204 2.00872 0.11 -0.37 0.02 0.102
H -1.65471 2.83918 1.68397 0.18 0.17 -0.31 0.092
C 1.30046 -1.06710 -3.55506 -0.17 -0.50 -0.48 -0.214
C 1.08391 1.81876 -3.68169 0.71 0.48 -1.58 -0.247
H -1.37595 4.48831 1.14076 0.04 -0.09 0.16 0.116
C -0.67692 3.84142 -1.36712 -0.21 0.21 0.01 -0.098
C -2.51707 2.45202 -0.59491 -0.04 0.12 0.12 -0.102
H 0.87683 -0.55018 -1.04042 0.93 -1.85 0.93 -0.090
H -1.18479 4.82245 -1.44005 0.05 0.04 -0.05 0.087
H 0.39271 4.01982 -1.19565 -0.25 -0.06 -0.09 0.081
H -0.81341 3.32366 -2.32784 0.11 0.20 0.24 0.065
H -3.32564 3.20499 -0.62692 -0.07 -0.02 0.01 0.083
H -2.49533 1.95320 -1.57016 -0.03 -0.01 0.11 0.078
H -2.77596 1.70722 0.17583 0.15 0.23 -0.32 0.066
H 1.74254 1.73935 -4.55580 -0.13 0.24 -0.13 0.046
H 0.04425 1.82608 -4.03168 0.23 -0.10 0.15 0.052
H 1.30273 2.77668 -3.19572 -0.06 -0.36 0.14 0.047
H 2.06220 -1.05816 -4.34825 -0.18 0.04 0.20 0.061
H 1.44158 -1.95262 -2.92108 -0.04 0.36 -0.13 0.035
H 0.30602 -1.12217 -4.02287 0.30 -0.03 0.09 0.063
H 0.28198 0.56212 -1.56736 0.80 0.90 -2.20 0.004
C -3.14913 -5.31774 0.52025 -0.15 -0.09 -0.10 -0.057
C -1.94820 -4.43429 0.30448 0.48 0.08 -0.14 -0.266
C -0.85244 -4.91798 -0.43165 -0.26 0.24 0.11 -0.016
C 0.30864 -4.15793 -0.58202 -0.25 0.19 0.41 -0.279
C 1.47097 -4.70793 -1.36399 0.18 -0.12 -0.03 -0.063
C 0.38564 -2.91258 0.03911 0.09 0.32 0.14 -0.021
C -0.71982 -2.33986 0.73427 -0.74 -1.50 -0.22 -0.293
C -1.88846 -3.15241 0.84497 0.20 -0.10 -0.12 -0.003
N -0.61982 -1.09901 1.29439 1.58 0.24 0.22 -0.015
C -1.28282 -0.78776 2.58048 -0.19 -0.16 -0.45 -0.611
C -2.75490 -0.43086 2.34300 -0.49 0.20 0.10 -0.034
C -1.18605 -1.96528 3.54181 -0.01 -0.34 0.46 -0.050
C -0.58728 0.38996 3.25648 0.14 0.17 0.02 -0.073
H -3.54599 -5.68354 -0.43768 0.04 0.10 0.25 0.081
H -2.89398 -6.20213 1.12288 -0.02 0.25 -0.14 0.084
H -3.93922 -4.77157 1.04263 0.03 -0.11 -0.09 0.073
H -0.90444 -5.90823 -0.88672 -0.02 0.16 0.10 0.121
H 1.90596 -5.58758 -0.86797 -0.09 0.21 -0.13 0.084
H 1.15279 -5.02050 -2.36732 0.07 0.05 0.19 0.081
H 2.26066 -3.95833 -1.47309 -0.08 -0.11 0.02 0.067
H 1.33141 -2.34530 0.02960 -0.68 -0.36 -0.08 0.076
H -2.75777 -2.77266 1.38157 0.28 -0.23 -0.24 0.093
H -3.14916 -0.88933 1.43136 0.02 0.22 0.23 0.073
H -3.35179 -0.76647 3.19717 -0.06 0.01 -0.13 0.088
H -2.89381 0.65222 2.27641 0.04 -0.11 -0.16 0.064
H -0.14366 -2.25395 3.69966 -0.04 -0.01 -0.06 0.097
H -1.59625 -1.64712 4.50920 0.08 -0.13 -0.18 0.088
H -1.74530 -2.84018 3.20582 0.15 0.12 0.14 0.070
H 0.50174 0.25540 3.28161 -0.20 -0.04 -0.01 0.082
H -0.81141 1.33358 2.75305 0.06 -0.28 0.01 0.031
H -0.94708 0.46732 4.28996 0.03 0.06 -0.16 0.093
```
Forces are in eV/Å.



This record from OMol25 describes a molecular structure, C25H42Br14N3O4PS in a non-equilibrium geometry. The level of theory is ωB97M-V/def2-TZVPD.

Computed properties:
DFT total energy, a.u.: -38218.8342
2S+1: 1
Kohn-Sham gap, eV: 7.40
Molecular weight, g mol⁻¹: 1630.32
Net charge: 0
HOMO energy, eV: -8.05

XYZ file:
```
90
Properties=species:S:1:pos:R:3:forces:R:3:lowdin_charge:R:1
C 2.46161 -1.11273 0.37035 -0.82 0.26 0.24 -0.017
C 2.64771 -0.68866 1.81550 0.81 0.43 0.02 -0.511
O 3.38653 0.22810 2.06309 0.15 -0.12 0.16 0.104
O 2.04330 -1.33827 2.85049 -0.46 0.30 -0.79 -0.002
C 0.63652 -1.58940 2.69627 -0.46 -0.83 0.55 -0.166
C -0.24606 -0.93074 3.79310 -0.42 -0.81 -0.20 -0.131
C -1.49659 -0.35718 3.13948 0.28 0.46 0.05 -0.274
C -2.67536 -1.17985 3.10465 0.20 0.00 0.09 0.014
C -3.84174 -0.81488 2.51356 -0.55 -0.09 -0.41 -0.198
C -5.06437 -1.69064 2.46563 -0.06 0.39 0.30 -0.032
C -3.88935 0.46874 1.88003 0.63 0.18 0.17 -0.318
N -4.90792 1.01729 1.21304 0.26 0.27 0.00 -0.214
S -4.38430 2.45897 0.70677 0.21 -0.09 0.16 1.030
N -2.86931 2.48095 1.28449 -1.11 -0.52 -0.22 -0.210
C -2.72977 1.30935 1.91502 0.78 0.17 0.17 -0.356
C -1.50865 0.89290 2.56418 0.65 -0.73 -0.65 -0.228
P -0.12528 2.09385 2.52622 -1.18 3.10 1.12 0.520
N -0.54590 3.44139 3.18854 0.21 -0.50 -0.20 -0.167
O 0.25558 2.47952 0.99418 0.26 -1.63 0.43 -0.146
O 1.18756 1.52721 3.25964 -0.41 -0.44 -1.16 -0.147
H 2.98611 -0.38827 -0.25584 0.16 -0.44 0.31 0.017
H 2.74066 -2.14564 0.15756 0.02 0.06 0.18 0.071
H 1.40234 -0.99848 0.11025 0.13 -0.25 -0.11 0.063
H 0.50160 -2.67668 2.76439 0.06 0.26 -0.10 0.074
H 0.23338 -1.30058 1.72427 0.45 0.14 -0.04 0.112
H 0.29299 -0.23281 4.42872 0.06 0.12 -0.34 0.085
H -0.59006 -1.74036 4.44628 0.13 0.17 0.07 0.114
H -2.62018 -2.16141 3.56896 0.02 0.11 0.02 0.124
H -5.92427 -1.10620 2.81071 0.06 -0.12 -0.01 0.087
H -4.94918 -2.55071 3.12581 -0.01 -0.05 -0.20 0.079
H -5.30695 -1.99852 1.44525 0.17 -0.08 0.09 0.089
H -1.49090 3.39194 3.54044 -0.10 0.33 -0.11 -0.069
H 0.36123 1.67636 0.45805 0.15 0.24 -0.25 0.043
H 1.99187 1.88329 2.85179 0.17 -0.26 0.09 0.083
Br -0.27279 8.15120 2.10251 -0.06 0.05 0.03 0.600
C -0.19604 7.94729 4.03567 0.12 -0.01 -0.12 -0.702
C -0.64143 6.57645 4.47004 0.00 -0.04 0.03 -0.697
Br -2.57582 6.38857 4.38919 0.00 -0.03 -0.04 0.619
H -0.80205 8.74207 4.45913 -0.02 -0.02 0.01 0.045
H 0.84734 8.10773 4.29928 -0.01 -0.05 0.02 0.055
H -0.37961 6.40732 5.51323 0.02 0.06 0.00 0.057
H -0.22830 5.77536 3.85942 -0.05 -0.04 -0.02 0.014
Br 4.73215 0.65898 -4.59277 0.01 -0.01 0.06 0.613
C 3.54627 -0.68918 -3.83944 0.11 0.08 -0.24 -0.676
C 2.13549 -0.18321 -3.72328 0.01 -0.07 0.30 -0.700
Br 1.93140 1.03873 -2.21872 -0.08 0.33 -0.33 0.690
H 3.97148 -0.98558 -2.88558 -0.04 0.01 0.01 0.050
H 3.58765 -1.52844 -4.53089 -0.08 -0.01 0.02 0.038
H 1.45885 -1.00899 -3.52816 0.10 0.03 -0.01 -0.038
H 1.79999 0.35185 -4.60521 -0.01 -0.06 -0.03 -0.001
Br 0.98717 -4.94780 1.07577 0.01 -0.13 -0.02 0.646
C 2.58615 -5.31481 2.12615 -0.18 0.28 0.06 -0.674
C 3.82751 -5.15775 1.29196 0.18 -0.25 0.00 -0.699
Br 4.06769 -6.67267 0.09725 0.01 0.07 -0.08 0.615
H 2.47312 -6.31299 2.53644 0.05 -0.02 -0.05 0.051
H 2.57425 -4.58784 2.93691 0.05 0.03 -0.04 0.057
H 4.71540 -5.13896 1.92012 -0.04 0.01 0.05 0.062
H 3.80674 -4.26724 0.67226 -0.04 0.01 0.03 0.032
Br 1.71301 -4.02405 -6.33531 0.09 0.11 0.10 0.599
C 3.62323 -4.19157 -6.68353 -0.24 -0.02 -0.26 -0.691
C 4.15586 -5.52762 -6.24194 0.20 0.03 0.19 -0.696
Br 4.35681 -5.59845 -4.30975 -0.06 -0.05 0.04 0.605
H 4.10946 -3.36107 -6.18166 0.04 -0.04 0.01 0.036
H 3.72775 -4.07321 -7.75999 0.03 -0.04 0.01 0.060
H 5.15401 -5.69131 -6.64255 -0.01 0.05 -0.03 0.058
H 3.51337 -6.35489 -6.52572 -0.04 0.05 -0.02 0.050
Br -4.65853 3.64225 6.61835 0.03 -0.10 0.00 0.591
C -2.99003 3.26999 7.55172 -0.18 0.21 -0.01 -0.684
C -1.80752 3.27243 6.62356 0.29 -0.09 0.03 -0.661
Br -1.68630 1.68309 5.52402 -0.51 -0.23 0.80 0.837
H -3.13546 2.32985 8.07379 0.10 -0.03 -0.05 0.048
H -2.88065 4.07382 8.27716 -0.01 0.00 -0.01 0.058
H -0.88293 3.29453 7.19798 -0.03 0.03 0.02 0.065
H -1.82281 4.10869 5.92978 -0.03 0.03 0.05 -0.012
Br -1.02274 2.21457 -4.97255 0.08 -0.08 0.02 0.627
C 0.23896 2.48540 -6.42851 -0.23 0.14 0.11 -0.680
C -0.10061 1.63114 -7.61994 0.21 -0.10 -0.11 -0.665
Br 0.40659 -0.22554 -7.32710 0.03 0.00 -0.05 0.655
H 1.22864 2.28092 -6.03030 0.01 -0.01 -0.05 0.044
H 0.16378 3.54051 -6.68231 0.00 -0.02 -0.04 0.061
H 0.46485 1.95056 -8.49278 0.02 0.02 0.03 0.059
H -1.15996 1.63534 -7.85547 -0.01 0.04 0.05 0.052
Br -4.52599 -2.28151 -3.77325 0.04 0.06 0.03 0.608
C -3.47052 -1.33701 -5.10869 -0.21 -0.14 0.01 -0.697
C -2.22019 -2.09276 -5.46749 0.14 0.09 -0.01 -0.684
Br -0.86618 -1.92879 -4.08048 -0.25 -0.19 0.01 0.639
H -3.26333 -0.35017 -4.70681 0.07 -0.01 -0.02 0.032
H -4.12083 -1.24619 -5.97627 0.04 -0.01 -0.02 0.060
H -1.76552 -1.67237 -6.36102 -0.02 0.06 0.02 -0.009
H -2.39172 -3.15458 -5.61508 -0.07 0.01 0.05 0.055
```
Forces are in eV/Å.



This record from OMol25 describes a molecular structure, C25H42Cl2FeO2P2 in a non-equilibrium geometry. The level of theory is ωB97M-V/def2-TZVPD.

Computed properties:
DFT total energy, a.u.: -3994.5269
2S+1: 6
Kohn-Sham gap (spin up / spin down), eV: 7.34 / 3.41
Molecular weight, g mol⁻¹: 563.31
Net charge: +1
HOMO energy (spin up / spin down), eV: -9.84 / -9.96

XYZ file:
```
74
Properties=species:S:1:pos:R:3:forces:R:3:lowdin_charge:R:1
Fe 0.11102 -1.29617 -4.35992 1.08 -4.43 4.30 0.590
C -0.98382 -2.55383 2.84238 0.22 0.16 0.10 -0.141
C 0.32911 -2.96714 2.50051 0.01 -0.21 0.23 -0.136
C 0.49734 -0.99932 3.68311 0.16 0.02 0.11 -0.123
C -0.88263 -1.33042 3.56860 -0.07 -0.10 0.09 -0.116
C 1.24863 -2.02563 3.03397 -0.07 0.25 -0.06 -0.134
C -2.22627 -3.28638 2.53005 -0.33 -0.07 -0.25 -0.002
H -2.14824 -3.79604 1.56136 -0.06 0.07 0.23 0.091
H -3.08712 -2.61008 2.50212 0.12 -0.19 0.01 0.087
H -2.43553 -4.05705 3.28719 0.07 0.15 -0.12 0.118
C -1.98596 -0.55326 4.15955 -0.42 0.00 -0.08 0.014
H -2.95719 -0.97198 3.87376 0.17 0.15 0.15 0.087
H -1.93365 0.50080 3.84803 0.11 -0.08 0.10 0.079
H -1.92404 -0.55509 5.25787 0.05 0.02 -0.19 0.121
C 1.02807 0.17457 4.39461 0.31 0.27 -0.04 0.007
H 0.94502 0.04712 5.48538 -0.05 -0.02 -0.18 0.122
H 0.45809 1.08207 4.13813 0.02 -0.15 0.10 0.070
H 2.08468 0.34295 4.15732 -0.20 -0.07 0.10 0.085
C 2.72075 -2.08882 2.94147 0.32 -0.10 -0.17 -0.007
H 3.16137 -2.43196 3.88911 -0.11 0.08 -0.12 0.118
H 3.14885 -1.10386 2.71401 -0.15 -0.22 0.10 0.068
H 3.03203 -2.79117 2.16067 0.01 0.17 0.20 0.085
C 0.68480 -4.20986 1.77802 0.03 -0.08 -0.35 0.003
H 0.82418 -5.06036 2.46284 -0.05 0.23 -0.07 0.118
H 1.62007 -4.07923 1.22322 -0.18 -0.11 0.09 0.087
H -0.10487 -4.48494 1.06966 0.18 -0.02 0.14 0.088
C -1.07885 0.07846 -4.18161 -2.09 1.40 -0.66 -0.280
C -1.64418 -1.10980 -4.83083 -2.07 1.31 0.73 -0.282
C -1.61871 -1.39011 -6.30902 -0.18 0.04 -0.64 -0.184
C -0.19499 -1.23181 -6.95428 -0.31 -0.05 -1.08 -0.179
C 0.94480 -1.28492 -5.96986 2.21 0.87 -1.15 -0.267
C 1.38183 -0.20104 -5.07252 1.49 1.10 -2.14 -0.282
C 0.93222 1.25103 -5.17323 -0.15 0.17 0.09 -0.182
C -0.59798 1.35873 -4.87782 0.18 0.19 0.08 -0.169
H -2.30774 -0.75855 -6.89633 0.05 -0.17 0.34 0.117
H -0.18837 -0.33590 -7.60764 0.14 -0.25 0.49 0.119
H -1.96133 -2.43006 -6.45021 0.11 0.40 0.03 0.110
H -1.14919 1.59470 -5.80427 0.06 -0.25 0.39 0.114
H -1.38366 0.29012 -3.14250 -0.19 -0.38 -0.29 0.059
H -2.37391 -1.70308 -4.25857 0.17 0.30 -0.08 0.102
H -0.75790 2.19445 -4.17296 -0.08 -0.16 -0.47 0.096
H 1.48794 1.81342 -4.40600 -0.14 -0.09 -0.22 0.094
H 2.36180 -0.29995 -4.57722 -0.17 -0.29 -0.46 0.102
H 1.18111 1.72964 -6.13899 -0.08 -0.31 0.32 0.116
H -0.07450 -2.08906 -7.63920 0.01 0.44 0.14 0.110
H 1.67467 -2.07489 -6.19781 -0.06 0.22 0.36 0.109
P -1.02242 1.47092 -0.34972 0.75 -1.31 3.47 1.080
C -2.50067 1.63459 0.72932 -0.54 0.92 -1.13 -0.224
C -0.81925 -0.36811 -0.25039 -0.25 -0.30 -1.16 -0.258
P 1.85813 1.01584 0.79945 0.14 -0.15 -0.09 0.827
C 0.35720 2.08226 0.72737 0.04 0.61 -1.33 -0.508
C 2.38387 1.09674 -0.96762 0.01 -0.14 -0.03 -0.293
C 3.11102 2.14249 1.53884 0.15 0.10 -0.16 -0.273
H -2.58682 2.65639 1.13257 -0.02 -0.24 -0.13 0.039
H -2.42604 0.93207 1.56007 0.33 -0.01 -0.12 0.040
H -3.36578 1.38472 0.10222 -0.05 0.08 0.29 0.058
H -1.00121 -0.76189 -1.26242 0.15 -0.20 0.33 0.017
H -1.57868 -0.80425 0.41123 0.09 0.33 -0.15 0.041
H 0.17519 -0.69939 0.08667 -0.23 0.39 -0.18 -0.002
H 3.53037 2.79073 0.75690 -0.10 -0.01 0.31 0.048
H 3.92601 1.52190 1.94304 -0.23 0.23 -0.11 0.039
H 2.70228 2.75523 2.35000 -0.01 -0.16 -0.13 0.024
H -0.09912 2.22606 1.76374 -0.40 -0.06 -0.30 0.032
H 0.64821 3.07862 0.35271 -0.03 -0.04 0.37 0.071
H 3.44189 0.81184 -1.02161 -0.22 0.08 -0.08 0.049
H 2.25377 2.11310 -1.36283 0.12 -0.19 0.05 0.051
H 1.81325 0.39284 -1.58801 0.09 0.13 0.10 0.019
Cl -1.04521 3.61820 6.03584 0.16 0.01 0.30 0.601
C -0.78199 4.43760 4.49349 -0.14 -0.33 -0.28 -1.004
Cl 0.94078 4.68507 4.12955 0.11 0.11 0.20 0.591
C -1.37564 3.55728 3.36793 -0.22 0.82 -0.07 -0.769
O -2.27520 4.12327 2.73313 0.54 -1.03 -0.07 0.016
O -0.84311 2.40387 3.22043 -0.54 0.34 -0.03 -0.183
H -1.27863 5.40571 4.52596 0.17 -0.18 0.00 0.068
```
Forces are in eV/Å.